Entry 1:
The following is a DFT calculation (ωB97M-V/def2-TZVPD) of a cluster of 3 separate species, CH3N3O2 in total at a distorted geometry.

```
9
Properties=species:S:1:pos:R:3:forces:R:3
C -1.325974 0.890055 -0.268338 -0.5 0.2 1.0
N -0.416166 -2.208854 -0.346449 0.2 0.1 0.1
N -1.035458 0.910148 0.897552 0.7 0.3 0.1
N 0.458446 -1.838785 0.191941 -0.5 -0.6 0.0
O -1.553388 0.987792 -1.389960 0.0 -0.1 -1.5
O 2.218612 0.220314 -0.104462 -2.3 2.1 0.2
H -1.482895 0.452620 1.657842 -0.2 -0.3 0.3
H 1.677993 -0.294403 -0.701447 0.5 -0.9 -0.6
H 1.458829 0.881114 0.063325 2.1 -0.9 0.3
```
Positions in Å, forces in eV/Å.

Output
ΔE to the lowest compared entry with this formula, charge and spin: 0.0 kcal/mol
Maximum force: 3.16 eV/A
Calculated total energy: -9651.43113 eV
Gap between HOMO and LUMO: 11.85 eV
E_LUMO: 0.58 eV
SMILES string: N=C=O.N#N.O

***

Entry 2:
The following is a DFT calculation (ωB97M-V/def2-TZVPD) of a structure of composition C26H19BrClN7Rh at a distorted geometry.

```
55
Properties=species:S:1:pos:R:3:forces:R:3
Rh -0.630675 -0.411384 -0.224806 3.6 0.3 2.4
C -3.011034 1.732041 2.970666 0.3 0.0 0.1
C -2.634865 1.173413 1.757109 -0.2 0.1 0.0
N -1.385488 0.788104 1.558628 -0.1 -1.1 -1.0
C -0.482106 0.906042 2.540458 -0.7 0.3 0.2
C -0.897274 1.448394 3.760468 0.4 -0.2 -0.4
N -2.134660 1.857331 3.959108 -0.4 0.2 0.2
C 0.872059 0.425587 2.242479 0.2 -0.1 -0.1
C 1.903171 0.422689 3.164835 0.1 0.0 0.1
C 3.148782 -0.119936 2.843232 -0.4 0.0 -0.3
C 3.294831 -0.591264 1.535962 0.1 0.0 0.1
C 2.243366 -0.514401 0.641876 0.0 0.0 0.2
N 1.046318 -0.040424 1.001032 -0.4 -0.2 -0.1
C 2.338137 -0.962808 -0.752131 0.2 -0.2 -0.7
C 3.535810 -1.201507 -1.433122 -0.3 0.1 0.4
N 3.560428 -1.590820 -2.692502 0.1 -0.1 -0.4
C 2.405780 -1.738524 -3.330563 0.1 0.1 0.3
C 1.201634 -1.474348 -2.691560 -0.1 -0.1 -0.3
N 1.185029 -1.100292 -1.422366 -1.5 0.1 0.5
C 4.241023 -0.205056 3.833442 0.4 0.0 0.3
C 5.543473 -0.536110 3.457470 -0.1 0.0 -0.1
C 6.534065 -0.622388 4.423509 -0.2 0.0 0.0
N 6.303516 -0.394683 5.707981 0.4 0.0 0.3
C 5.075131 -0.071579 6.083400 -0.1 0.0 -0.2
C 4.019367 0.031388 5.190326 -0.1 0.0 -0.1
H -4.020416 2.075907 3.152457 0.0 0.0 0.0
H -3.342280 1.021575 0.951952 0.1 0.0 0.0
H -0.216753 1.550090 4.596800 0.0 0.0 0.0
H 1.731037 0.838997 4.143906 0.0 0.0 0.0
H 4.217121 -1.050324 1.218297 0.0 0.0 0.0
H 4.495820 -1.053902 -0.952749 0.0 0.0 0.0
H 2.443483 -2.063243 -4.361472 -0.1 0.0 0.0
H 0.250806 -1.565155 -3.201847 -0.1 0.0 0.1
H 5.813247 -0.718521 2.427096 0.0 0.0 0.0
H 7.550623 -0.883039 4.154417 0.0 0.0 0.0
H 4.926799 0.108966 7.141367 0.0 0.0 0.0
H 3.039654 0.272856 5.577783 0.0 0.0 0.0
Cl -2.200801 -2.209649 1.797971 -0.1 -0.2 0.2
C -0.777573 -2.226688 0.748979 -0.2 0.5 -0.6
H -0.913289 -3.023029 0.021165 0.0 0.1 0.0
H 0.085402 -2.440416 1.377105 0.1 0.1 0.0
N -0.436500 1.509995 -1.183073 -0.3 0.4 -0.5
C -0.891546 2.246126 -1.938770 0.3 -0.1 0.3
C -1.481159 3.125397 -2.884919 -0.3 0.3 -0.4
C -1.013754 4.432186 -3.041842 0.0 -0.1 0.1
C -1.615201 5.255832 -3.974489 0.0 0.0 0.0
C -2.672044 4.783981 -4.742538 0.0 0.0 0.0
C -3.136768 3.484955 -4.581195 0.0 0.0 0.0
C -2.546825 2.646320 -3.653830 0.1 0.0 0.1
H -0.189890 4.786691 -2.437070 0.0 0.0 0.0
H -1.259517 6.268776 -4.103679 0.0 0.0 0.0
H -3.136543 5.433086 -5.472842 0.0 0.0 0.0
H -3.961738 3.123136 -5.179352 0.0 0.0 0.0
H -2.898088 1.631756 -3.515065 0.0 0.0 0.0
Br -2.448611 -0.938527 -1.647615 -0.7 -0.2 -0.5
```
Positions in Å, forces in eV/Å.

Output
ΔE to the lowest compared entry with this formula, charge and spin: 1.5 kcal/mol
Maximum force: 4.30 eV/A
Calculated total energy: -123269.65845 eV
Gap between HOMO and LUMO: 7.29 eV
E_LUMO: -4.22 eV
Net charge: +1